C65H150N10O10 | ωB97M-V with the def2-TZVPD basis set

## Properties
- M (g mol⁻¹) = 1231.97
- E_HOMO (eV) = -8.26
- frontier orbital gap (eV) = 8.8
- energy above the lowest of the compared OMol25 structures with the same formula, charge and spin (kcal/mol) = 69.6
- structure (SMILES) = CC1(C)CCCC(C)(C)N1O.CC1(C)CCCC(C)(C)N1O.CC1(C)CCCC(C)(C)N1O.CC1(C)CCCC(C)(C)N1O.CC1(C)CCCC(C)(C)N1O.COC[C@H](C)N.COC[C@H](C)N.COC[C@H](C)N.COC[C@H](C)N.COC[C@H](C)N

```
! RIJCOSX wB97M-V def2-TZVPD def2/J DEFGRID3
* xyz 0 1
C -0.195 -6.714 -1.408
C -0.863 -8.008 -1.094
C -0.947 -8.183 0.433
O 0.399 -8.293 0.919
C 0.581 -8.805 2.199
N -2.203 -7.932 -1.586
H -0.088 -6.532 -2.460
H 0.862 -6.674 -1.019
H -0.712 -5.903 -0.867
H -0.237 -8.855 -1.502
H -1.503 -9.068 0.673
H -1.460 -7.284 0.874
H 1.694 -8.950 2.437
H 0.091 -9.775 2.359
H 0.130 -8.151 2.970
H -2.195 -7.530 -2.503
H -2.549 -8.922 -1.649
C 2.015 -5.106 2.634
C 2.667 -4.050 3.445
C 1.843 -3.936 4.693
O 2.045 -2.799 5.552
C 1.840 -1.468 5.003
N 4.107 -4.387 3.691
H 1.079 -4.686 2.420
H 1.993 -6.102 3.051
H 2.527 -5.161 1.658
H 2.641 -3.162 2.850
H 1.990 -4.808 5.244
H 0.806 -3.869 4.364
H 0.758 -1.317 4.745
H 2.400 -1.330 4.074
H 2.176 -0.685 5.687
H 4.617 -3.929 4.431
H 4.229 -5.385 3.677
C -2.053 -4.694 3.368
C -3.493 -4.047 3.284
C -3.992 -4.115 1.824
O -3.035 -3.606 0.929
C -3.220 -3.857 -0.458
N -4.356 -4.690 4.157
H -1.404 -4.172 2.673
H -1.978 -5.749 3.387
H -1.779 -4.383 4.413
H -3.306 -2.979 3.410
H -4.899 -3.553 1.845
H -4.192 -5.153 1.507
H -2.271 -3.624 -0.940
H -3.962 -3.169 -0.942
H -3.507 -4.906 -0.624
H -5.353 -4.393 3.933
H -4.162 -4.573 5.124
C -6.083 1.720 2.184
C -6.363 2.147 0.743
C -6.854 0.952 -0.110
O -7.180 1.295 -1.459
C -6.153 1.306 -2.355
N -7.142 3.368 0.711
H -6.999 1.668 2.791
H -5.448 2.512 2.691
H -5.606 0.730 2.206
H -5.403 2.490 0.377
H -7.753 0.625 0.371
H -6.059 0.194 -0.085
H -5.474 0.442 -2.240
H -5.471 2.196 -2.242
H -6.614 1.279 -3.319
H -7.335 3.660 -0.235
H -8.063 3.285 1.138
C 2.907 5.956 0.345
C 1.685 6.840 0.427
C 0.397 6.087 0.762
O -0.001 5.027 -0.139
C -1.300 5.262 -0.627
N 1.842 7.941 1.401
H 2.956 5.295 -0.534
H 3.013 5.354 1.246
H 3.725 6.598 0.164
H 1.649 7.231 -0.661
H -0.389 6.855 0.878
H 0.405 5.667 1.765
H -1.342 6.272 -1.078
H -2.091 5.264 0.110
H -1.502 4.440 -1.326
H 1.211 8.698 1.231
H 2.802 8.257 1.396
C 0.981 5.091 8.243
C 0.839 5.088 6.668
C 1.373 6.427 6.124
C 1.646 6.482 4.640
C 2.620 5.359 4.258
C 2.116 3.948 4.725
N 1.715 4.010 6.145
O 1.299 2.699 6.544
C 0.993 3.474 3.719
C 3.335 2.991 4.595
C -0.633 4.784 6.400
H 2.065 5.303 8.447
H 0.774 4.142 8.703
H 0.312 5.827 8.639
H 0.709 7.250 6.420
H 2.338 6.717 6.587
H 1.955 7.468 4.364
H 0.707 6.369 4.152
H 3.603 5.585 4.604
H 2.579 5.334 3.153
H 0.308 4.246 3.438
H 1.393 3.161 2.696
H 0.455 2.612 4.096
H 3.002 1.968 4.876
H 3.686 3.079 3.528
H 4.199 3.333 5.228
H -0.897 3.726 6.500
H -1.024 5.108 5.501
H -1.315 5.203 7.180
H 1.998 2.564 7.185
C -1.590 1.617 1.716
C -1.761 0.606 0.566
C -1.303 1.223 -0.709
C 0.187 1.422 -0.800
C 0.847 0.081 -0.728
C 0.358 -0.745 0.508
N -1.106 -0.738 0.617
O -1.605 -1.458 1.817
C 0.848 -2.149 0.244
C 0.996 -0.250 1.819
C -3.288 0.369 0.391
H -0.621 1.984 1.721
H -1.980 1.184 2.608
H -2.144 2.560 1.530
H -1.635 0.644 -1.628
H -1.834 2.181 -0.778
H 0.491 2.032 0.081
H 0.420 1.952 -1.729
H 1.940 0.182 -0.659
H 0.648 -0.528 -1.639
H 0.430 -2.750 -0.558
H 1.923 -2.082 0.124
H 0.759 -2.724 1.163
H 2.106 -0.433 1.751
H 0.878 0.812 2.043
H 0.693 -0.828 2.692
H -3.783 1.263 0.074
H -3.695 0.072 1.351
H -3.446 -0.488 -0.257
H -2.071 -2.209 1.432
C 5.407 -0.452 0.517
C 5.888 -1.772 1.234
C 5.241 -3.058 0.659
C 5.876 -3.453 -0.691
C 7.391 -3.733 -0.464
C 7.992 -2.414 -0.091
N 7.347 -1.921 1.162
O 7.952 -0.684 1.520
C 9.481 -2.635 0.192
C 7.939 -1.383 -1.217
C 5.520 -1.631 2.689
H 6.139 0.374 0.732
H 4.405 -0.236 0.902
H 5.291 -0.458 -0.534
H 5.389 -3.838 1.398
H 4.207 -2.746 0.499
H 5.675 -2.698 -1.421
H 5.468 -4.453 -1.016
H 7.870 -4.052 -1.375
H 7.506 -4.580 0.276
H 10.038 -1.662 0.235
H 9.645 -3.203 1.092
H 9.986 -3.318 -0.500
H 7.000 -1.369 -1.806
H 8.266 -0.426 -0.782
H 8.653 -1.607 -2.000
H 5.912 -2.591 3.115
H 4.449 -1.616 2.724
H 6.041 -0.855 3.185
H 8.131 -0.841 2.450
C -2.695 -4.124 -4.400
C -2.748 -2.613 -4.565
C -1.796 -1.841 -3.691
C -0.323 -1.758 -4.144
C -0.238 -1.313 -5.560
C -1.159 -2.201 -6.451
N -2.489 -2.141 -5.938
O -3.400 -2.849 -6.736
C -1.202 -1.788 -7.939
C -0.472 -3.587 -6.548
C -4.209 -2.210 -4.124
H -1.658 -4.446 -4.287
H -3.226 -4.670 -5.214
H -3.211 -4.313 -3.459
H -2.191 -0.874 -3.585
H -1.881 -2.310 -2.676
H 0.165 -2.708 -4.035
H 0.066 -1.065 -3.447
H 0.753 -1.270 -5.919
H -0.646 -0.293 -5.606
H -1.878 -0.913 -7.971
H -0.176 -1.561 -8.252
H -1.635 -2.588 -8.592
H 0.442 -3.502 -7.188
H -0.262 -3.950 -5.546
H -1.145 -4.348 -6.964
H -4.956 -2.832 -4.579
H -4.271 -1.140 -4.416
H -4.291 -2.280 -3.044
H -3.892 -2.232 -7.321
C -3.601 4.947 -5.748
C -3.108 4.521 -4.364
C -3.196 2.959 -4.200
C -2.231 2.312 -5.193
C -0.792 2.695 -4.801
C -0.471 4.223 -4.817
N -1.646 4.853 -4.079
O -1.605 6.278 -3.983
C 0.754 4.709 -4.009
C -0.223 4.569 -6.307
C -3.953 5.204 -3.228
H -4.607 4.558 -5.834
H -2.978 4.667 -6.555
H -3.755 6.055 -5.730
H -2.942 2.812 -3.163
H -4.212 2.685 -4.439
H -2.436 2.627 -6.283
H -2.362 1.211 -5.005
H -0.129 2.155 -5.471
H -0.629 2.311 -3.745
H 0.414 4.614 -2.961
H 1.541 3.921 -4.136
H 1.193 5.639 -4.276
H -0.247 5.639 -6.465
H 0.709 4.183 -6.639
H -0.983 4.257 -7.078
H -3.545 4.978 -2.245
H -4.990 4.861 -3.239
H -4.010 6.332 -3.169
H -1.779 6.618 -4.860
*
```

Here are the Mulliken charges for atoms 1 to 99, given in e: atom 1 (C): -1.24, atom 2 (C): 0.42, atom 3 (C): -0.37, atom 4 (O): -0.25, atom 5 (C): -0.77, atom 6 (N): -0.55, atom 7 (H): 0.50, atom 8 (H): 0.32, atom 9 (H): 0.06, atom 10 (H): 0.23, atom 11 (H): 0.46, atom 12 (H): -0.07, atom 13 (H): 0.24, atom 14 (H): 0.35, atom 15 (H): 0.23, atom 16 (H): 0.22, atom 17 (H): 0.28, atom 18 (C): -1.75, atom 19 (C): 2.34, atom 20 (C): -0.95, atom 21 (O): -0.47, atom 22 (C): -0.09, atom 23 (N): -0.46, atom 24 (H): -0.02, atom 25 (H): 0.63, atom 26 (H): 0.32, atom 27 (H): -1.02, atom 28 (H): 0.42, atom 29 (H): 0.31, atom 30 (H): 0.27, atom 31 (H): 0.02, atom 32 (H): 0.18, atom 33 (H): 0.25, atom 34 (H): 0.21, atom 35 (C): -1.13, atom 36 (C): 0.78, atom 37 (C): -1.23, atom 38 (O): -0.09, atom 39 (C): -0.95, atom 40 (N): -0.61, atom 41 (H): -0.08, atom 42 (H): 0.44, atom 43 (H): 0.38, atom 44 (H): -0.05, atom 45 (H): 0.53, atom 46 (H): 0.34, atom 47 (H): -0.22, atom 48 (H): 0.25, atom 49 (H): 0.68, atom 50 (H): 0.28, atom 51 (H): 0.28, atom 52 (C): -1.22, atom 53 (C): 1.07, atom 54 (C): -0.58, atom 55 (O): -0.51, atom 56 (C): -0.19, atom 57 (N): -0.73, atom 58 (H): 0.51, atom 59 (H): 0.24, atom 60 (H): 0.20, atom 61 (H): -0.20, atom 62 (H): 0.40, atom 63 (H): 0.15, atom 64 (H): -0.04, atom 65 (H): 0.12, atom 66 (H): 0.42, atom 67 (H): 0.25, atom 68 (H): 0.26, atom 69 (C): -1.29, atom 70 (C): 0.71, atom 71 (C): -0.37, atom 72 (O): 0.22, atom 73 (C): -0.46, atom 74 (N): -0.44, atom 75 (H): 0.26, atom 76 (H): 0.07, atom 77 (H): 0.51, atom 78 (H): 0.12, atom 79 (H): 0.43, atom 80 (H): -0.50, atom 81 (H): 0.61, atom 82 (H): 0.51, atom 83 (H): -0.77, atom 84 (H): 0.21, atom 85 (H): 0.24, atom 86 (C): -1.97, atom 87 (C): 1.77, atom 88 (C): -1.56, atom 89 (C): -0.44, atom 90 (C): -0.22, atom 91 (C): 1.51, atom 92 (N): 0.35, atom 93 (O): -0.46, atom 94 (C): -1.24, atom 95 (C): -1.74, atom 96 (C): -1.84, atom 97 (H): 0.42, atom 98 (H): 0.38, atom 99 (H): 0.45